[1]
Density functional theory data (wB97M-V/def2-TZVPD) for C36H60BN8P2Ru as an isolated structure.

Computed properties:
E: -72050.86294 eV
LUMO energy (alpha / beta): -4.716 / -6.479 eV
Gap between HOMO and LUMO (alpha / beta): 6.230 / 5.691 eV
Energy above the lowest of the compared OMol25 structures with the same formula, charge and spin: 0.0 kcal per mole
HOMO level (alpha / beta): -10.95 / -12.17 eV
⟨S²⟩: 8.76

Structure (ORCA input):
```
! RIJCOSX wB97M-V def2-TZVPD def2/J DEFGRID3
* xyz 2 6
Ru -0.04616 -0.03129 0.76888
P -1.80632 2.11895 0.91642
P -0.08193 -2.40574 -0.91923
N -2.58712 -2.05444 -0.19235
N -3.35434 0.00382 0.39822
N 1.38531 1.15766 2.31176
N 4.30767 0.09787 -0.90880
N -0.26858 -0.88938 2.94244
N 2.09341 1.54862 4.35499
N 0.26271 -0.98664 5.06842
N 1.93707 0.17184 -0.27052
C -6.41300 -1.10188 -1.43650
C 3.06041 0.12569 -0.56570
C 1.16342 -3.68798 -0.38596
C 4.71567 -0.37568 -2.25820
C 1.32824 0.76884 3.56642
C -4.68115 -2.79613 -1.40688
C -3.88998 -1.91743 -0.68884
C -0.10878 3.34179 -0.89123
C -1.96481 3.36167 2.30356
C -1.57768 2.93587 -0.73885
C 2.52692 -3.42863 -1.03697
C 2.23314 2.24035 2.28467
C -5.94749 -2.36643 -1.78674
C -0.66610 -1.98167 4.84386
C -0.81920 4.37256 2.28559
C 1.30474 -3.51694 1.13447
C 0.03912 -3.54120 -3.53894
C 0.46890 -0.35838 3.89744
C -1.51518 -1.65316 -3.15221
C -1.87986 1.86937 -1.79415
C 6.15712 1.68452 -2.24430
C -0.98289 -1.90935 3.52426
C 5.33551 0.72050 -0.04689
C -1.69556 -3.15735 -0.46292
C -4.35961 -0.64992 -0.33251
C -3.47201 1.34743 0.88986
C -1.88405 2.55402 3.60730
C -0.13804 -2.22605 -2.77848
C 5.90818 1.94759 -0.74296
C 2.68218 2.49468 3.54357
C -2.47402 4.15093 -0.98900
C 0.73059 -5.13314 -0.66844
C -3.30303 4.11585 2.28664
C 6.08679 0.20029 -2.58630
C 0.94091 -1.23317 -3.21791
C -5.62731 -0.22856 -0.69264
B -2.21803 -0.85792 0.49967
H -1.79979 -0.78317 -2.56332
H 0.56267 -5.32694 -1.72413
H 4.86772 0.96365 0.90653
H 0.81211 -1.02164 -4.28122
H -0.88257 5.05517 1.43972
H 2.22073 1.47596 5.35134
H -6.58416 -3.03166 -2.35220
H -0.69874 -4.28963 -3.24647
H 3.31655 -3.81805 -0.39107
H -3.53094 3.92346 -0.84317
H 2.72199 -2.36898 -1.19089
H 1.94580 -1.63695 -3.08330
H 5.21827 2.78453 -0.61972
H -6.00862 0.74002 -0.39863
H -2.31020 -2.38979 -3.04896
H -1.55063 -3.77866 0.42529
H -4.33651 -3.78934 -1.66243
H 0.69912 -0.79158 5.95478
H -1.62545 2.26776 -2.77904
H 2.61642 -3.93073 -2.00049
H -4.16066 3.45229 2.38118
H -0.94455 2.00841 3.67887
H 3.34552 3.24415 3.93511
H -2.92787 1.56658 -1.80947
H -1.27941 0.96483 -1.64746
H -0.87673 4.97710 3.19312
H 1.52795 -5.80512 -0.34121
H -1.68806 -2.49700 2.96320
H -7.40643 -0.79791 -1.73386
H 0.36769 -3.69389 1.66538
H 3.97211 -0.01892 -2.97430
H -0.16754 -5.41082 -0.11803
H 4.71811 -1.46670 -2.27179
H 1.66751 -2.51822 1.40245
H -1.48702 -1.35176 -4.20125
H 6.83126 2.22867 -0.23384
H 6.86546 -0.35655 -2.06145
H 6.26548 0.04210 -3.65030
H -3.86964 1.36654 1.90811
H -0.11172 -3.34822 -4.60392
H 0.87658 -0.28619 -2.67711
H -3.32554 4.78791 3.14767
H 2.46380 2.75727 1.36937
H 7.12679 2.08214 -2.53795
H 2.03090 -4.24362 1.50474
H -2.70238 1.84021 3.71345
H 0.15803 3.88946 2.26995
H 1.03559 -3.96704 -3.42242
H -1.94130 3.24401 4.45154
H 0.57387 2.49258 -0.76619
H -2.08396 -3.81076 -1.24558
H -2.35424 4.46876 -2.02707
H 6.09697 -0.03506 0.14692
H 0.18924 4.12146 -0.19223
H -4.15439 1.93932 0.27222
H 0.04659 3.72549 -1.90214
H 5.41530 2.21929 -2.84163
H -1.00583 -2.63022 5.63047
H -2.21220 4.99853 -0.35835
H -3.43486 4.72520 1.39721
*
```

[2]
Density functional theory data (wB97M-V/def2-TZVPD) for one molecule with the formula C3H3NO2S2.

Computed properties:
E: -30413.52358 eV
LUMO energy: -1.168 eV
Gap between HOMO and LUMO: 8.049 eV
Energy above the lowest of the compared OMol25 structures with the same formula, charge and spin: 31.2 kcal per mole
HOMO level: -9.22 eV

Structure (ORCA input):
```
! RIJCOSX wB97M-V def2-TZVPD def2/J DEFGRID3
* xyz 0 1
S -0.01151 0.20389 -0.41757
S -2.63752 -1.69241 0.27584
O 1.62145 1.96024 -2.08033
O 2.13200 0.72509 1.10362
N -1.34270 -1.43465 1.31494
C 2.16980 1.77611 -1.03602
C 1.57043 0.89815 0.05938
C -0.32756 -0.71854 1.07757
H 3.12944 2.22329 -0.75158
H 0.43405 -0.62592 1.84073
H -2.28366 -0.95564 -0.81794
*
```

[3]
Density functional theory data (wB97M-V/def2-TZVPD) for one molecule with the formula C6H6ClN4OP at a distorted geometry.

Computed properties:
E: -36137.55854 eV
LUMO energy: 0.224 eV
Gap between HOMO and LUMO: 9.009 eV
Energy above the lowest of the compared OMol25 structures with the same formula, charge and spin: 0.0 kcal per mole
HOMO level: -8.79 eV

Structure (ORCA input):
```
! RIJCOSX wB97M-V def2-TZVPD def2/J DEFGRID3
* xyz 0 1
Cl -1.13949 2.86774 -0.35514
P -0.45946 1.16865 -1.21156
O 2.90718 0.57876 -1.68743
N -2.98724 -1.09947 0.74855
N 0.90256 0.86776 -0.17849
N -1.50919 -0.00933 -0.36825
N 1.80337 0.01820 1.67508
C -2.39014 0.05478 0.68812
C -1.45190 -1.31328 -0.87202
C 0.74370 0.53510 1.13408
C 2.78726 0.05007 0.69773
C -2.39148 -1.93168 -0.13183
C 2.19956 0.54503 -0.43722
H -2.72923 0.94000 1.01156
H -0.78008 -1.51583 -1.70845
H 3.79835 0.68329 -1.46968
H -2.77428 -2.96730 -0.06245
H 3.70188 -0.21728 1.07017
H -0.23137 0.74479 1.45724
*
```

[4]
Density functional theory data (wB97M-V/def2-TZVPD) for a 2-piece molecular cluster, C5H4ClO overall at a distorted geometry.

Computed properties:
E: -19807.07105 eV
LUMO energy (alpha / beta): -7.846 / -7.846 eV
Gap between HOMO and LUMO (alpha / beta): 7.492 / 7.493 eV
Energy above the lowest of the compared OMol25 structures with the same formula, charge and spin: 58.6 kcal per mole
HOMO level (alpha / beta): -15.34 / -15.34 eV

Structure (ORCA input):
```
! RIJCOSX wB97M-V def2-TZVPD def2/J DEFGRID3
* xyz 1 1
Cl 3.83383 -0.77573 0.00532
O 0.82912 1.20946 0.06696
C -1.34127 0.48191 -0.17455
C -0.46070 1.52346 0.00388
C 0.48149 -1.11128 0.11432
C -0.86378 -0.82314 0.02407
C 1.26098 0.01665 -0.00214
H -0.70715 2.51586 0.24318
H 1.05222 -2.00358 0.09753
H -2.45799 0.56599 -0.25919
H -1.62676 -1.59962 -0.11937
*
```

Copy entry 2 word for word.
Density functional theory data (wB97M-V/def2-TZVPD) for one molecule with the formula C3H3NO2S2.

Computed properties:
E: -30413.52358 eV
LUMO energy: -1.168 eV
Gap between HOMO and LUMO: 8.049 eV
Energy above the lowest of the compared OMol25 structures with the same formula, charge and spin: 31.2 kcal per mole
HOMO level: -9.22 eV

Structure (ORCA input):
```
! RIJCOSX wB97M-V def2-TZVPD def2/J DEFGRID3
* xyz 0 1
S -0.01151 0.20389 -0.41757
S -2.63752 -1.69241 0.27584
O 1.62145 1.96024 -2.08033
O 2.13200 0.72509 1.10362
N -1.34270 -1.43465 1.31494
C 2.16980 1.77611 -1.03602
C 1.57043 0.89815 0.05938
C -0.32756 -0.71854 1.07757
H 3.12944 2.22329 -0.75158
H 0.43405 -0.62592 1.84073
H -2.28366 -0.95564 -0.81794
*
```

> The highest energy above the lowest of the compared OMol25 structures with the same formula, charge and spin belongs to which entry?

C5H4ClO

> E of number 4 (C5H4ClO)?

-19807.07105 eV